Below is a molecular structure, C3H7N3OS at a distorted geometry, with properties calculated with ωB97M-V/def2-TZVPD.

Atoms and positions in Å:
C: 3.0153 0.7960 0.1976
C: 1.0003 -0.4692 0.0752
C: -1.7004 0.5012 -0.0807
H: 3.3294 0.6153 -1.1527
H: 3.4845 1.8500 0.8690
H: 3.7754 -0.5571 0.8108
H: 0.8224 1.5747 0.1734
H: 2.6356 -1.3233 0.1584
H: -3.2624 -1.1249 0.0394
H: -3.9792 0.5677 -0.1645
N: 1.4913 0.8752 0.1051
N: 1.7170 -1.5067 -0.0938
N: -2.9277 -0.0752 0.7526
O: -1.2383 1.6837 -0.4246
S: -0.7971 -0.9433 -0.2398

Results
total charge: 0
gap between HOMO and LUMO: 8.946 eV
energy above the lowest of the compared OMol25 structures with the same formula, charge and spin: 1017.11 kJ/mol
HOMO energy: -9.4 eV

Below is a molecular structure, C41H38BrIN2O5PRuS, with properties calculated with ωB97M-V/def2-TZVPD.

Atoms and positions in Å:
Ru: -0.9248 0.3002 -0.6034
I: 1.2477 0.3264 -2.0711
C: 0.1081 0.8540 -3.7479
C: 0.7156 1.0208 -4.9553
C: -0.0769 1.3924 -6.0609
C: -1.4193 1.5794 -5.9032
C: -2.0495 1.4072 -4.6454
C: -3.4409 1.6176 -4.4929
C: -4.0163 1.4558 -3.2681
C: -3.2403 1.0673 -2.1548
C: -1.8815 0.8472 -2.2251
C: -1.2743 1.0276 -3.5166
H: 1.7815 0.8763 -5.0721
H: 0.3905 1.5320 -7.0262
H: -2.0325 1.8699 -6.7475
H: -4.0260 1.9122 -5.3546
H: -5.0788 1.6231 -3.1402
H: -3.7523 0.9672 -1.2017
O: -1.0796 -2.8553 1.9898
S: 0.3429 -2.7550 1.9668
O: 1.1064 -3.5146 1.0410
O: 0.7008 -1.1855 1.6776
C: 0.9634 -2.8104 3.5985
C: 1.0152 -3.9714 4.3549
C: 1.4489 -3.8584 5.6636
C: 1.8007 -2.6143 6.1849
C: 1.7389 -1.4711 5.4055
C: 1.3204 -1.5684 4.0823
P: 1.2399 -0.2018 2.8536
C: 2.9788 0.2020 2.7522
C: 3.7035 -0.2526 1.6540
C: 5.0580 0.0226 1.5745
C: 5.6831 0.7541 2.5776
C: 4.9571 1.1986 3.6719
C: 3.6014 0.9164 3.7691
C: 0.0643 0.8738 3.6550
C: -1.1717 0.3245 3.9921
C: -2.1206 1.1190 4.6143
C: -1.8250 2.4399 4.9250
C: -0.5867 2.9769 4.6017
C: 0.3610 2.1999 3.9534
H: 0.7263 -4.9263 3.9366
H: 1.5093 -4.7397 6.2871
H: 2.1285 -2.5413 7.2131
H: 2.0150 -0.5150 5.8310
H: 3.2120 -0.8070 0.8642
H: 5.6271 -0.3289 0.7245
H: 6.7395 0.9750 2.5050
H: 5.4420 1.7675 4.4537
H: 3.0443 1.2724 4.6266
H: -1.4004 -0.7113 3.7649
H: -3.0875 0.7037 4.8644
H: -2.5645 3.0540 5.4214
H: -0.3591 4.0070 4.8406
H: 1.3098 2.6342 3.6669
Br: 3.4337 7.4364 2.3909
C: 2.5631 5.8330 1.9068
C: 3.2889 4.6521 1.8659
C: 2.6417 3.4745 1.5288
C: 1.2853 3.4832 1.2217
C: 0.5776 4.6815 1.2383
C: 1.2112 5.8601 1.5933
C: 0.5849 2.2184 0.8680
O: -0.4674 2.2723 0.2103
O: 1.1061 1.1011 1.2248
H: 4.3464 4.6577 2.0913
H: 3.1956 2.5461 1.4879
H: -0.4712 4.6786 0.9737
H: 0.6675 6.7939 1.6208
C: -4.1356 -4.6253 0.6396
C: -4.3924 -3.7333 -0.5692
N: -3.1778 -3.1804 -1.1697
C: -2.4792 -3.9861 -2.1697
C: -1.3898 -4.8937 -1.6071
C: -2.6157 -2.0434 -0.7211
C: -3.3951 -1.1667 0.2236
N: -1.4350 -1.6220 -1.0545
H: -5.0803 -4.8813 1.1205
H: -3.5028 -4.1202 1.3703
H: -3.6436 -5.5543 0.3545
H: -5.0593 -2.9170 -0.2983
H: -4.9040 -4.2929 -1.3525
H: -2.0692 -3.3054 -2.9201
H: -3.2373 -4.5782 -2.6819
H: -0.6891 -4.3449 -0.9767
H: -0.8277 -5.3480 -2.4235
H: -1.8152 -5.6968 -1.0072
H: -4.3779 -0.9141 -0.1688
H: -2.8671 -0.2214 0.4201
H: -3.5117 -1.6554 1.1905
H: -0.9230 -2.2175 -1.6923

Results
total charge: +1
gap between HOMO and LUMO: 6.609 eV
energy above the lowest of the compared OMol25 structures with the same formula, charge and spin: 44.55 kJ/mol
HOMO energy: -9.0 eV

Below is a gas-phase ion, C4H9N4O (charge +1) at a distorted geometry, with properties calculated with ωB97M-V/def2-TZVPD.

Atoms and positions in Å:
C: -0.3346 -1.1987 -1.0713
C: 0.1162 -0.8581 0.3267
C: -0.8367 0.1709 1.1008
C: 1.5192 -0.4243 0.3219
N: 2.8048 -1.3592 0.5744
O: 3.7823 -0.6259 0.2958
N: 3.4545 0.5684 -0.1628
N: 2.1513 0.6748 -0.1415
N: 1.8270 1.8898 -0.6484
H: -1.4062 -1.5697 -0.8083
H: 0.2420 -1.9565 -1.5107
H: -0.4913 -0.3532 -1.7406
H: 0.3534 -1.7848 0.8999
H: -1.5313 -0.4544 1.6228
H: -1.4094 0.8037 0.3063
H: -0.2375 0.7290 1.8606
H: 0.8573 2.2515 -0.5297
H: 2.6592 2.4901 -0.7379

Results
SMILES string: CC(C)c1non[n+]1N
total charge: +1
gap between HOMO and LUMO: 9.958 eV
energy above the lowest of the compared OMol25 structures with the same formula, charge and spin: 699.59 kJ/mol
HOMO energy: -15.3 eV

Below is a molecular structure, C21H44ClO9PS at a distorted geometry, with properties calculated with ωB97M-V/def2-TZVPD.

Atoms and positions in Å:
C: 6.9625 -0.2039 3.7849
O: 7.5794 0.4053 2.6607
C: 6.7205 0.4338 1.5264
C: 6.0642 -0.9479 1.1546
C: 4.5319 -1.0536 1.5546
C: 3.5712 -1.2426 0.3281
C: 2.6362 -2.4969 0.4081
C: 1.6974 -2.5357 1.6550
C: 0.4072 -1.6476 1.5276
C: -0.9080 -2.4921 1.1649
C: -1.9531 -2.3123 2.3202
C: -3.3874 -2.8867 2.0328
C: -4.1453 -2.2507 0.8080
C: -5.1719 -1.1389 1.2347
O: -6.2794 -1.7906 1.9462
P: -7.4600 -0.6807 2.3073
O: -6.9999 0.7501 2.1759
O: -8.8230 -0.8936 1.3365
S: -9.3148 0.5335 0.5586
O: -7.9997 -0.9307 3.8962
Cl: -6.8028 -0.3293 4.9301
H: 6.8921 -1.3169 3.6822
H: 7.6466 -0.0319 4.6529
H: 5.9810 0.2457 4.0655
H: 7.3707 0.7208 0.6614
H: 5.9579 1.2566 1.5992
H: 6.1844 -1.0896 0.0502
H: 6.6731 -1.7661 1.6136
H: 4.4401 -1.8327 2.3408
H: 4.2728 -0.0694 2.0240
H: 4.2105 -1.3785 -0.5838
H: 2.9471 -0.3435 0.1180
H: 2.0186 -2.5005 -0.5265
H: 3.2542 -3.4295 0.3525
H: 1.3552 -3.5891 1.8249
H: 2.2221 -2.2432 2.5952
H: 0.5105 -0.7630 0.8693
H: 0.1989 -1.2417 2.5538
H: -0.6829 -3.5473 0.8988
H: -1.3255 -2.0075 0.2497
H: -2.0681 -1.2356 2.5768
H: -1.5615 -2.8421 3.2247
H: -4.0098 -2.6482 2.9364
H: -3.4075 -4.0023 1.9639
H: -3.4883 -1.7743 0.0530
H: -4.7761 -3.0634 0.3656
H: -4.7016 -0.3816 1.8957
H: -5.6099 -0.6551 0.3317
H: -9.4965 1.4725 1.5591
O: -0.6807 -0.2564 -1.0494
C: -1.4169 -0.0891 -1.9870
O: -1.0187 0.6587 -3.0205
C: -1.7408 0.7787 -4.2556
C: -2.8179 1.8357 -4.1602
C: -2.8114 -0.6435 -1.9573
H: -2.1286 -0.1910 -4.5767
H: -1.0066 1.0790 -5.0030
H: -3.5661 1.5879 -3.4043
H: -3.3245 1.9594 -5.1186
H: -2.3790 2.7902 -3.8692
H: -3.4496 0.0296 -1.3842
H: -2.7761 -1.6117 -1.4695
H: -3.2481 -0.8105 -2.9395
O: -0.3296 3.9221 -3.9837
C: 0.6799 4.0669 -3.3456
O: 1.7827 4.5343 -3.9486
C: 2.9755 4.9083 -3.2503
C: 3.8600 3.7076 -2.9900
C: 0.7483 3.6465 -1.9029
H: 2.7361 5.4586 -2.3379
H: 3.4977 5.6080 -3.9032
H: 3.3647 2.9701 -2.3568
H: 4.7891 4.0108 -2.5049
H: 4.1027 3.2052 -3.9285
H: 0.9254 2.5714 -1.8535
H: -0.2087 3.8733 -1.4343
H: 1.5080 4.1684 -1.3246

Results
total charge: 0
gap between HOMO and LUMO: 8.733 eV
HOMO energy: -9.5 eV

Below is a molecular structure, C32H33IIrN4O5P at a distorted geometry, with properties calculated with ωB97M-V/def2-TZVPD.

Atoms and positions in Å:
Ir: 0.0080 -0.3563 0.3634
C: -4.6775 -0.3687 -0.4309
O: -3.6558 -0.1472 -1.4532
C: -2.4168 -0.2265 -1.1037
O: -2.0395 -0.5120 0.0588
N: -1.5441 -0.0194 -2.1094
N: -0.1816 0.1104 -1.7742
H: -5.6185 -0.2694 -0.9578
H: -4.5817 0.3872 0.3435
H: -4.5691 -1.3692 -0.0214
H: -1.8764 0.2974 -3.0115
H: 0.0839 1.0922 -1.8669
H: 0.3594 -0.4457 -2.4353
I: 2.5417 0.0629 0.6280
C: 3.5260 -1.6974 1.1777
C: 4.7723 -1.3761 1.7436
C: 5.6993 -2.3476 2.0220
C: 5.3953 -3.6834 1.6952
C: 4.1593 -4.0236 1.1418
C: 3.9519 -5.3771 0.8271
C: 2.7389 -5.8035 0.2831
C: 1.7426 -4.8760 0.1120
C: 1.8895 -3.4981 0.4437
P: 0.2567 -2.6387 0.3026
C: -0.7516 -3.4695 1.5402
C: -2.1364 -3.2823 1.5379
C: -2.9185 -3.9146 2.4900
C: -2.3315 -4.7289 3.4509
C: -0.9561 -4.9016 3.4658
C: -0.1638 -4.2706 2.5196
C: -0.2117 -3.2200 -1.3657
C: 0.6374 -2.8617 -2.4190
C: 0.3189 -3.2147 -3.7185
C: -0.8531 -3.9241 -3.9789
C: -1.6830 -4.2981 -2.9372
C: -1.3605 -3.9566 -1.6233
C: 3.1371 -3.0351 0.9088
H: 5.0138 -0.3410 1.9513
H: 6.6548 -2.0927 2.4610
H: 6.1252 -4.4625 1.8802
H: 4.7520 -6.0858 1.0055
H: 2.5799 -6.8416 0.0250
H: 0.7889 -5.2113 -0.2735
H: -2.6075 -2.6429 0.8055
H: -3.9905 -3.7721 2.4819
H: -2.9466 -5.2222 4.1915
H: -0.4936 -5.5222 4.2214
H: 0.9102 -4.3820 2.5844
H: 1.5695 -2.3354 -2.2194
H: 0.9878 -2.9572 -4.5300
H: -1.1012 -4.1988 -4.9954
H: -2.5775 -4.8735 -3.1350
H: -2.0030 -4.2809 -0.8172
C: -3.3356 1.0032 3.4033
C: -2.4039 2.1932 3.5739
C: -0.9096 1.7990 3.6396
C: -0.0370 3.0720 3.8153
C: 1.4590 2.8007 3.8969
C: -0.6660 0.8873 4.8488
O: -1.0707 1.1806 5.9334
N: 0.1151 -0.2701 4.6632
C: 0.4489 -0.8346 3.4639
O: 1.1338 -1.8233 3.3371
N: -0.0542 -0.1397 2.3564
C: -0.5260 1.1051 2.3825
O: -0.6114 1.6311 1.2147
H: -4.3691 1.3385 3.3236
H: -3.2825 0.3310 4.2608
H: -3.0989 0.4263 2.5030
H: -2.6297 2.7188 4.5009
H: -2.5214 2.9016 2.7530
H: -0.3852 3.5617 4.7247
H: -0.2631 3.7346 2.9784
H: 1.7185 2.1912 4.7637
H: 2.0076 3.7366 3.9857
H: 1.8280 2.2980 2.9960
H: 0.3760 -0.7751 5.5023

Results
multiplicity: 2
total charge: +3
gap between HOMO and LUMO (alpha / beta): 7.493 / 4.782 eV
energy above the lowest of the compared OMol25 structures with the same formula, charge and spin: 4.91 kJ/mol
HOMO energy (alpha / beta): -17.0 / -17.0 eV

Below is 2 unconnected molecules or ions with the total composition C5H14OS2, with properties calculated with ωB97M-V/def2-TZVPD.

Atoms and positions in Å:
C: -1.3384 2.8530 2.1380
C: -0.1528 3.7923 2.3462
C: 0.5149 3.5989 3.7004
O: 1.0476 2.2847 3.8780
H: -2.1115 3.0465 2.9006
H: -1.0124 1.8030 2.2260
H: -1.7842 3.0005 1.1399
H: 0.6022 3.6284 1.5533
H: -0.4870 4.8456 2.2801
H: 1.3035 4.3604 3.8539
H: -0.2303 3.7181 4.5103
H: 1.7758 2.1721 3.2319
C: 4.3040 0.9139 0.9491
S: 2.8347 1.9387 1.1788
S: 1.3626 0.7576 0.4089
C: 0.9435 -0.2939 1.8162
H: 5.1708 1.4945 1.3069
H: 4.4608 0.6667 -0.1143
H: 4.2483 -0.0258 1.5241
H: 1.7927 -0.9234 2.1312
H: 0.6092 0.3041 2.6807
H: 0.1155 -0.9515 1.5021

Results
SMILES string: CCCO.CSSC
total charge: 0
gap between HOMO and LUMO: 9.830 eV
energy above the lowest of the compared OMol25 structures with the same formula, charge and spin: 32.60 kJ/mol
HOMO energy: -9.2 eV